DFT (wB97M-V/def2-TZVPD) results for a molecular structure, C6H5N.

Geometry as ORCA input:
```
! RIJCOSX wB97M-V def2-TZVPD def2/J DEFGRID3
* xyz 0 1
C 1.83 -0.28 1.57
C 0.69 -0.69 1.19
C -0.55 -0.93 0.45
N -1.58 0.10 0.38
C -0.77 -0.16 -0.81
C 0.22 0.79 -1.25
C 1.04 1.59 -1.62
H 0.87 -1.05 2.29
H -0.94 -1.95 0.51
H -1.25 0.95 0.84
H -1.31 -0.66 -1.61
H 1.77 2.30 -1.95
*
```

As for the frontier orbital gap: 10.604 eV. The value obtained for the lowest unoccupied orbital energy is 0.02948 Ha. The value obtained for the energy above the lowest of the compared OMol25 structures with the same formula, charge and spin is 127.8 kcal/mol.

---

DFT (wB97M-V/def2-TZVPD) results for C6H5N in the gas phase.

Geometry as ORCA input:
```
! RIJCOSX wB97M-V def2-TZVPD def2/J DEFGRID3
* xyz 0 1
C 0.90 1.92 -0.10
C 1.31 0.75 -0.51
C 0.78 -0.63 -0.64
N 0.55 -1.44 0.55
C -0.60 -0.92 -0.18
C -1.39 0.16 0.37
C -2.03 1.07 0.84
H 2.37 0.95 -0.77
H 1.17 -1.19 -1.49
H 0.71 -0.88 1.39
H -1.17 -1.68 -0.71
H -2.61 1.87 1.25
*
```

As for the frontier orbital gap: 9.430 eV. The value obtained for the lowest unoccupied orbital energy is -0.00415 Ha. The value obtained for the energy above the lowest of the compared OMol25 structures with the same formula, charge and spin is 127.9 kcal/mol.

---

DFT (wB97M-V/def2-TZVPD) results for a molecular structure, C6H5N2O5SSm at a distorted geometry.

Geometry as ORCA input:
```
! RIJCOSX wB97M-V def2-TZVPD def2/J DEFGRID3
* xyz 2 6
O 0.77 0.02 -6.62
C 1.03 0.03 -5.51
Sm 0.16 0.00 -1.01
O 2.82 0.01 -2.85
C 1.93 0.01 -2.15
C -2.12 -0.01 -0.36
O -3.19 -0.02 0.10
C -0.09 -2.19 -1.12
O -0.18 -3.30 -1.31
C -0.13 2.19 -1.16
O -0.25 3.29 -1.38
H -0.93 -0.03 -2.78
N -0.01 -1.23 3.51
C -0.01 0.00 2.99
N -0.01 1.23 3.51
S 0.20 0.00 1.38
H 0.00 -1.26 4.47
H 0.00 -2.02 2.91
H 0.00 2.02 2.91
H 0.00 1.26 4.47
*
```

Its expectation value of S² is 8.768. As for the frontier orbital gap (alpha / beta): 6.063 / 6.225 eV. The value obtained for the lowest unoccupied orbital energy (alpha / beta) is -0.37419 / -0.36553 Ha. The value obtained for the energy above the lowest of the compared OMol25 structures with the same formula, charge and spin is 132.6 kcal/mol.

---

DFT (wB97M-V/def2-TZVPD) results for a molecular structure, C6H5N2O6Pt at a distorted geometry.

Geometry as ORCA input:
```
! RIJCOSX wB97M-V def2-TZVPD def2/J DEFGRID3
* xyz 1 3
O -0.52 4.68 0.89
C -1.27 3.87 0.57
Pt 0.18 0.00 -2.24
O -2.50 0.75 -1.48
C -1.45 0.29 -1.12
C 0.79 -1.57 -1.41
O 1.12 -2.56 -0.90
C 1.74 -0.17 -4.05
O 2.49 -0.23 -4.89
C -0.28 1.71 -3.09
O -0.63 2.72 -3.52
H -1.27 -0.02 -0.06
N -0.07 -2.24 2.19
C 0.22 -0.89 2.22
N 0.10 -0.31 3.47
O 0.47 -0.23 1.21
H -0.06 -2.75 3.06
H 0.23 -2.72 1.35
H 0.51 0.60 3.53
H 0.20 -0.91 4.28
*
```

Its expectation value of S² is 2.020. As for the frontier orbital gap (alpha / beta): 5.974 / 5.901 eV. The value obtained for the lowest unoccupied orbital energy (alpha / beta) is -0.17783 / -0.28492 Ha. The value obtained for the energy above the lowest of the compared OMol25 structures with the same formula, charge and spin is 0.0 kcal/mol.

---

DFT (wB97M-V/def2-TZVPD) results for C6H5N3O in the gas phase at a distorted geometry.

Geometry as ORCA input:
```
! RIJCOSX wB97M-V def2-TZVPD def2/J DEFGRID3
* xyz 0 1
C 2.42 1.70 0.14
C 0.05 1.00 -0.23
C -0.42 -1.30 0.38
C 1.38 0.83 0.01
C 1.90 -1.37 -0.05
C -2.21 0.10 -0.08
N 3.38 2.34 0.36
N 0.75 -1.83 0.29
N -0.79 -0.20 -0.17
O 2.98 -1.65 -0.35
H -0.53 1.83 -0.58
H -1.31 -1.80 0.88
H -2.62 -0.71 0.38
H -2.36 1.07 0.15
H -2.61 -0.02 -1.12
*
```

As for the frontier orbital gap: 8.050 eV. The value obtained for the lowest unoccupied orbital energy is -0.02194 Ha. The value obtained for the energy above the lowest of the compared OMol25 structures with the same formula, charge and spin is 87.1 kcal/mol.

---

DFT (wB97M-V/def2-TZVPD) results for C6H5N3O3 in the gas phase at a distorted geometry.

Geometry as ORCA input:
```
! RIJCOSX wB97M-V def2-TZVPD def2/J DEFGRID3
* xyz 0 1
O -3.50 0.78 0.26
N -2.84 -0.23 0.04
O -3.33 -1.29 -0.04
C -1.43 0.05 0.01
C -0.54 -1.10 -0.24
C 0.78 -0.87 -0.36
C 1.28 0.48 -0.17
C 2.70 0.80 -0.30
N 3.73 0.22 0.03
O 3.52 -1.12 0.51
N 0.39 1.52 -0.01
C -0.85 1.24 0.12
H -1.16 -2.11 -0.42
H 1.49 -1.46 -0.45
H 3.01 1.64 -0.69
H 4.31 -1.49 0.63
H -1.76 2.17 0.35
*
```

As for the frontier orbital gap: 8.969 eV. The value obtained for the lowest unoccupied orbital energy is -0.04747 Ha. The value obtained for the energy above the lowest of the compared OMol25 structures with the same formula, charge and spin is 173.2 kcal/mol.

---

DFT (wB97M-V/def2-TZVPD) results for 2 unconnected molecules or ions with the total composition C6H5N4O2S at a distorted geometry.

Geometry as ORCA input:
```
! RIJCOSX wB97M-V def2-TZVPD def2/J DEFGRID3
* xyz 1 1
C -3.21 1.50 -3.15
C 0.59 -0.71 0.67
C -2.07 1.90 -2.65
C -1.44 -0.10 0.12
C -4.19 0.11 -1.45
C -1.43 -0.60 1.38
N -4.20 0.89 -2.41
N -0.16 -0.27 -0.35
N -0.13 -1.02 1.69
N -0.86 2.46 -2.57
O -0.89 3.63 -2.91
O 0.14 1.84 -2.22
S -4.21 -0.59 -0.07
H -3.40 1.59 -4.14
H 1.75 -0.73 0.79
H -2.22 -0.66 2.05
H 0.24 0.37 -1.15
H 0.23 -1.49 2.51
*
```

As for the frontier orbital gap (alpha / beta): 6.879 / 7.349 eV. The value obtained for the lowest unoccupied orbital energy (alpha / beta) is -0.23105 / -0.21126 Ha. The value obtained for the energy above the lowest of the compared OMol25 structures with the same formula, charge and spin is 68.1 kcal/mol.

---

DFT (wB97M-V/def2-TZVPD) results for C6H5N5 in the gas phase at a distorted geometry.

Geometry as ORCA input:
```
! RIJCOSX wB97M-V def2-TZVPD def2/J DEFGRID3
* xyz 0 1
C -2.68 -0.09 0.23
C -2.08 1.19 -0.17
C -0.65 1.11 -0.24
C -0.11 -0.24 -0.18
C 1.33 -0.15 -0.03
N 2.06 1.08 0.36
N 3.28 0.72 0.32
N 3.47 -0.56 -0.13
N 2.26 -1.11 -0.32
N -0.53 -1.43 0.03
C -1.95 -1.25 0.22
H -3.69 -0.26 0.58
H -2.57 2.11 -0.59
H -0.04 2.13 -0.42
H 4.44 -1.11 0.14
H -2.56 -2.13 0.21
*
```

As for the frontier orbital gap: 9.314 eV. The value obtained for the lowest unoccupied orbital energy is 0.00314 Ha. The value obtained for the energy above the lowest of the compared OMol25 structures with the same formula, charge and spin is 48.1 kcal/mol.

---

DFT (wB97M-V/def2-TZVPD) results for C6H5NO in the gas phase at a distorted geometry.

Geometry as ORCA input:
```
! RIJCOSX wB97M-V def2-TZVPD def2/J DEFGRID3
* xyz 0 1
C 2.29 0.38 0.20
C 1.31 -0.54 -0.27
C -0.10 -0.17 -0.14
C -1.10 -1.14 0.09
C -2.34 -0.21 0.07
N -2.15 1.11 -0.07
C -0.68 1.16 -0.20
O -0.03 2.10 -0.05
H 3.48 0.13 -0.06
H 2.11 1.43 0.69
H 1.70 -1.56 -0.60
H -1.18 -2.20 0.25
H -3.31 -0.48 0.07
*
```

As for the frontier orbital gap: 7.777 eV. The value obtained for the lowest unoccupied orbital energy is -0.04690 Ha. The value obtained for the energy above the lowest of the compared OMol25 structures with the same formula, charge and spin is 52.1 kcal/mol.

---

Q: Which of these has the lowest energy above the lowest of the compared OMol25 structures with the same formula, charge and spin?
A: C6H5N2O6Pt

---

Q: Look up the energy above the lowest of the compared OMol25 structures with the same formula, charge and spin of the seventh one.
A: 68.1 kcal/mol

---

What did the eighth record say?
DFT (wB97M-V/def2-TZVPD) results for C6H5N5 in the gas phase at a distorted geometry.

Geometry as ORCA input:
```
! RIJCOSX wB97M-V def2-TZVPD def2/J DEFGRID3
* xyz 0 1
C -2.68 -0.09 0.23
C -2.08 1.19 -0.17
C -0.65 1.11 -0.24
C -0.11 -0.24 -0.18
C 1.33 -0.15 -0.03
N 2.06 1.08 0.36
N 3.28 0.72 0.32
N 3.47 -0.56 -0.13
N 2.26 -1.11 -0.32
N -0.53 -1.43 0.03
C -1.95 -1.25 0.22
H -3.69 -0.26 0.58
H -2.57 2.11 -0.59
H -0.04 2.13 -0.42
H 4.44 -1.11 0.14
H -2.56 -2.13 0.21
*
```

As for the frontier orbital gap: 9.314 eV. The value obtained for the lowest unoccupied orbital energy is 0.00314 Ha. The value obtained for the energy above the lowest of the compared OMol25 structures with the same formula, charge and spin is 48.1 kcal/mol.

---

Q: Which of these has the highest energy above the lowest of the compared OMol25 structures with the same formula, charge and spin?
A: C6H5N3O3